[1]
{
  "formula": "C2HN2S3",
  "method": "ωB97M-V/def2-TZVPD",
  "species": ["C", "C", "N", "N", "S", "S", "S", "H"],
  "positions_angstrom": [[-0.60, 1.36, -0.19], [-2.69, 0.72, -0.06], [-1.84, 1.73, -0.18], [-0.34, 0.08, -0.09], [1.51, 2.64, 0.05], [-4.31, 0.79, 0.00], [-1.79, -0.87, 0.05], [0.58, -0.33, -0.06]],
  "multiplicity": 1,
  "homo_lumo_gap_ev": 7.16,
  "homo_energy_ev": -4.2,
  "de_lowest_kcal_mol": 47.6,
  "lumo_ev": 2.94,
  "total_charge": -1
}


[2]
{
  "formula": "C4H8N2",
  "method": "ωB97M-V/def2-TZVPD",
  "species": ["C", "N", "C", "C", "C", "N", "H", "H", "H", "H", "H", "H", "H", "H"],
  "positions_angstrom": [[1.88, -0.12, 0.22], [0.49, -0.29, 0.54], [-0.52, 0.27, -0.32], [-1.61, -0.83, -0.37], [-0.82, 1.68, 0.10], [-0.83, 2.79, 0.42], [2.05, -0.51, -0.80], [2.44, -0.77, 0.91], [2.26, 0.91, 0.28], [0.25, -0.10, 1.50], [-0.12, 0.42, -1.34], [-1.57, -1.30, -1.36], [-1.27, -1.60, 0.34], [-2.63, -0.55, -0.11]],
  "multiplicity": 1,
  "homo_lumo_gap_ev": 10.13,
  "homo_energy_ev": -9.2,
  "de_lowest_kcal_mol": 24.1,
  "lumo_ev": 0.90,
  "total_charge": 0
}


[3]
{
  "formula": "C5H8O",
  "method": "ωB97M-V/def2-TZVPD",
  "species": ["C", "C", "C", "C", "C", "O", "H", "H", "H", "H", "H", "H", "H", "H"],
  "positions_angstrom": [[-1.27, 0.00, -0.77], [-1.24, 1.33, -0.09], [-0.59, 0.11, 0.56], [0.66, -0.72, 0.42], [2.04, -0.41, 0.10], [1.67, -0.89, 1.39], [-0.53, -0.03, -1.57], [-2.03, -0.76, -0.87], [-2.12, 1.67, 0.45], [-0.71, 2.13, -0.59], [-1.19, -0.22, 1.40], [0.31, -1.67, 0.02], [2.55, -1.13, -0.55], [2.44, 0.60, 0.10]],
  "multiplicity": 1,
  "homo_lumo_gap_ev": 11.19,
  "homo_energy_ev": -10.1,
  "de_lowest_kcal_mol": 72.4,
  "lumo_ev": 1.11,
  "total_charge": 0
}


[4]
{
  "formula": "H4O2",
  "method": "ωB97M-V/def2-TZVPD",
  "species": ["O", "H", "H", "O", "H", "H"],
  "positions_angstrom": [[-3.05, 0.99, -3.04], [-2.51, 0.35, -3.54], [-2.43, 1.63, -3.28], [2.73, -0.72, 2.90], [2.73, -0.64, 3.89], [2.52, -1.61, 3.07]],
  "multiplicity": 1,
  "homo_lumo_gap_ev": 12.67,
  "homo_energy_ev": -11.7,
  "de_lowest_kcal_mol": 20.2,
  "lumo_ev": 0.96,
  "total_charge": 0
}


[5]
{
  "formula": "C18H36O18",
  "method": "ωB97M-V/def2-TZVPD",
  "species": ["C", "O", "C", "O", "O", "C", "H", "H", "H", "H", "H", "H", "C", "O", "C", "O", "O", "C", "H", "H", "H", "H", "H", "H", "C", "O", "C", "O", "O", "C", "H", "H", "H", "H", "H", "H", "C", "O", "C", "O", "O", "C", "H", "H", "H", "H", "H", "H", "C", "O", "C", "O", "O", "C", "H", "H", "H", "H", "H", "H", "C", "O", "C", "O", "O", "C", "H", "H", "H", "H", "H", "H"],
  "positions_angstrom": [[5.32, 1.40, -2.45], [4.39, 0.38, -2.17], [4.44, -0.27, -1.06], [5.19, -0.11, -0.10], [3.57, -1.18, -1.14], [3.17, -1.80, 0.05], [6.36, 1.17, -2.24], [5.20, 2.17, -1.69], [5.19, 1.83, -3.45], [3.83, -2.46, 0.62], [2.19, -2.25, -0.09], [2.86, -0.94, 0.65], [-1.01, -1.10, -2.70], [-1.58, -0.11, -3.55], [-2.40, 0.87, -3.08], [-2.64, 1.22, -1.88], [-2.97, 1.27, -4.14], [-3.94, 2.27, -4.10], [-0.47, -1.85, -3.28], [-1.81, -1.59, -2.16], [-0.21, -0.69, -2.08], [-4.91, 1.80, -4.26], [-3.67, 3.07, -4.78], [-4.04, 2.59, -3.06], [-0.43, 3.06, -0.07], [-0.42, 4.18, 0.76], [-1.37, 4.40, 1.70], [-2.44, 3.77, 1.87], [-0.87, 5.38, 2.44], [-1.57, 5.88, 3.52], [-1.44, 2.76, -0.36], [0.23, 2.29, 0.33], [0.00, 3.51, -0.97], [-1.91, 5.16, 4.26], [-2.37, 6.50, 3.12], [-0.94, 6.57, 4.07], [-2.21, -0.03, 0.27], [-1.12, 0.83, -0.03], [0.18, 0.35, -0.01], [0.62, -0.72, 0.43], [0.96, 1.29, -0.56], [2.37, 1.19, -0.57], [-2.27, -0.83, -0.47], [-3.05, 0.64, 0.13], [-2.30, -0.44, 1.28], [2.97, 1.95, -1.07], [2.60, 0.22, -1.01], [2.78, 1.09, 0.44], [-1.33, -0.88, 5.04], [-2.63, -0.63, 4.57], [-2.98, -1.14, 3.33], [-2.21, -1.49, 2.45], [-4.36, -0.90, 3.08], [-5.09, -1.41, 1.93], [-1.31, -0.53, 6.07], [-0.62, -0.44, 4.33], [-1.22, -1.96, 5.14], [-5.03, -2.49, 1.77], [-4.83, -0.88, 1.02], [-6.17, -1.31, 1.97], [0.82, -2.40, -1.16], [1.97, -3.18, -1.35], [2.24, -4.17, -0.52], [1.61, -4.45, 0.47], [3.35, -4.82, -1.02], [3.94, -5.96, -0.37], [-0.06, -3.03, -1.32], [0.75, -1.64, -1.93], [0.88, -2.00, -0.15], [4.99, -5.87, -0.10], [3.89, -6.81, -1.05], [3.33, -6.31, 0.46]],
  "multiplicity": 1,
  "homo_lumo_gap_ev": 10.10,
  "homo_energy_ev": -9.6,
  "de_lowest_kcal_mol": 255.6,
  "lumo_ev": 0.54,
  "total_charge": 0
}


[6]
{
  "formula": "CH4IN2",
  "method": "ωB97M-V/def2-TZVPD",
  "species": ["C", "N", "N", "I", "H", "H", "H", "H"],
  "positions_angstrom": [[-0.54, -0.37, 0.01], [0.74, -0.12, 0.03], [-1.49, 0.52, -0.01], [-3.84, -0.07, 0.12], [-1.05, -1.38, -0.12], [1.18, -0.91, -0.29], [1.33, 0.69, 0.09], [-1.26, 1.45, -0.08]],
  "multiplicity": 3,
  "homo_lumo_gap_ev": [10.75, 6.85],
  "homo_energy_ev": [-13.8, -15.1],
  "de_lowest_kcal_mol": 6.6,
  "lumo_ev": [-3.04, -8.23],
  "total_charge": 1
}


[7]
{
  "formula": "C4H18N2O5",
  "method": "ωB97M-V/def2-TZVPD",
  "species": ["N", "C", "C", "C", "C", "N", "O", "H", "H", "H", "H", "H", "H", "H", "H", "H", "H", "H", "H", "O", "H", "H", "O", "H", "H", "O", "H", "H", "O"],
  "positions_angstrom": [[-0.34, 0.17, 2.17], [-2.45, 2.16, -0.30], [-2.11, 1.15, 0.78], [-0.66, 1.29, 1.29], [0.41, 1.38, 0.20], [1.48, 2.15, 0.40], [0.29, 0.66, -0.79], [-0.14, 0.52, 3.10], [0.54, -0.33, 2.00], [-3.52, 2.37, -0.23], [-2.25, 1.74, -1.29], [-1.87, 3.09, -0.30], [-2.76, 1.04, 1.65], [-2.19, 0.10, 0.45], [-0.73, 2.19, 1.92], [1.48, 2.73, 1.22], [2.06, 2.36, -0.39], [-1.58, -1.65, -2.82], [-1.02, -0.85, -1.77], [-1.10, -1.78, -2.00], [2.53, -0.96, 0.87], [2.16, -2.16, 1.69], [2.87, -1.51, 1.58], [1.24, -0.69, -1.59], [2.64, -0.01, -1.71], [1.92, -0.41, -2.22], [-1.38, -3.70, -1.20], [0.10, -3.51, -0.79], [-0.76, -3.77, -0.48]],
  "multiplicity": 2,
  "homo_lumo_gap_ev": [9.55, 3.85],
  "homo_energy_ev": [-13.3, -13.3],
  "de_lowest_kcal_mol": 33.8,
  "lumo_ev": [-3.75, -9.45],
  "total_charge": 1
}


[8]
{
  "formula": "C36H36N8O2S2V",
  "method": "ωB97M-V/def2-TZVPD",
  "species": ["V", "O", "C", "C", "C", "C", "C", "C", "C", "N", "N", "C", "O", "C", "C", "C", "C", "C", "C", "H", "H", "H", "H", "H", "H", "H", "H", "H", "H", "N", "C", "C", "C", "N", "H", "H", "H", "H", "H", "H", "H", "H", "H", "H", "S", "C", "N", "N", "C", "C", "C", "C", "C", "C", "N", "N", "C", "C", "C", "C", "C", "C", "H", "H", "H", "H", "H", "H", "H", "H", "H", "H", "H", "S", "C", "C", "C", "C", "C", "C", "H", "H", "H", "H", "H"],
  "positions_angstrom": [[0.27, 0.31, -0.69], [1.95, -0.21, -0.77], [2.78, -1.19, -1.04], [4.16, -1.03, -0.88], [5.01, -2.07, -1.16], [4.51, -3.31, -1.61], [3.15, -3.46, -1.78], [2.27, -2.41, -1.51], [0.85, -2.59, -1.72], [-0.01, -1.67, -1.52], [-1.37, -1.99, -1.81], [-2.06, -0.95, -1.51], [-1.55, 0.13, -1.00], [-3.54, -0.95, -1.76], [-4.18, -2.09, -2.22], [-5.55, -2.06, -2.46], [-6.28, -0.89, -2.25], [-5.63, 0.24, -1.78], [-4.26, 0.21, -1.53], [4.52, -0.08, -0.50], [6.07, -1.94, -1.02], [5.18, -4.13, -1.81], [2.74, -4.41, -2.10], [0.49, -3.55, -2.09], [-3.60, -2.99, -2.38], [-6.05, -2.95, -2.82], [-7.34, -0.86, -2.46], [-6.18, 1.15, -1.60], [-3.74, 1.08, -1.16], [-2.60, 1.50, 1.46], [-2.25, 1.28, 2.88], [-2.68, -0.10, 3.34], [-1.63, -1.16, 3.07], [-1.34, -1.15, 1.64], [-2.11, 0.78, 0.92], [-2.17, 2.37, 1.15], [-2.76, 2.04, 3.48], [-1.17, 1.39, 3.04], [-3.61, -0.37, 2.81], [-2.90, -0.10, 4.42], [-1.96, -2.13, 3.46], [-0.70, -0.91, 3.59], [-2.11, -1.57, 1.12], [-0.51, -1.72, 1.48], [0.56, 1.79, 1.13], [0.99, 3.16, 0.12], [1.56, 4.20, 0.68], [1.66, 5.32, -0.20], [0.62, 6.06, -0.66], [-0.72, 5.80, -0.30], [-1.74, 6.61, -0.78], [-1.49, 7.70, -1.62], [-0.17, 7.96, -1.97], [0.87, 7.17, -1.50], [0.69, 3.20, -1.24], [0.29, 2.04, -1.73], [-0.26, 2.18, -3.04], [-0.71, 3.40, -3.54], [-1.32, 3.47, -4.79], [-1.49, 2.32, -5.57], [-1.01, 1.11, -5.08], [-0.39, 1.04, -3.84], [2.59, 5.61, -0.42], [-0.94, 4.98, 0.36], [-2.76, 6.39, -0.49], [-2.30, 8.32, -1.99], [0.06, 8.80, -2.62], [1.90, 7.39, -1.78], [-0.60, 4.28, -2.92], [-1.67, 4.43, -5.15], [-1.98, 2.38, -6.53], [-1.12, 0.21, -5.67], [0.00, 0.09, -3.49], [1.59, -2.75, 2.03], [2.89, -3.47, 2.97], [3.53, -4.68, 2.59], [4.54, -5.26, 3.35], [4.99, -4.67, 4.53], [4.39, -3.47, 4.92], [3.37, -2.89, 4.17], [3.19, -5.15, 1.68], [4.99, -6.19, 3.02], [5.77, -5.12, 5.13], [4.72, -2.98, 5.84], [2.92, -1.96, 4.49]],
  "multiplicity": 4,
  "homo_lumo_gap_ev": [5.74, 5.74],
  "homo_energy_ev": [-1.4, -1.4],
  "de_lowest_kcal_mol": 11.3,
  "lumo_ev": [4.29, 4.29],
  "total_charge": -2
}


Number 1: energy -1380.86985 a.u.. Number 2: energy -266.68366 a.u.. Number 3: energy -270.44253 a.u.. Number 4: energy -152.84277 a.u.. Number 5: energy -2061.40999 a.u.. Number 6: energy -447.35058 a.u.. Number 7: energy -648.54238 a.u.. Number 8: energy -3722.42806 a.u..